1.
{"formula": "CH6OS", "method": "ωB97M-V/def2-TZVPD", "symbols": ["H", "O", "H", "S", "H", "H", "H", "C", "H"], "positions_angstrom": [[2.543, -0.562, -3.392], [2.050, 0.854, -1.954], [-2.284, 0.698, 3.107], [-1.798, -0.300, 2.361], [0.806, -0.109, -3.306], [1.547, -1.110, -2.054], [2.252, 1.553, -2.584], [1.716, -0.291, -2.739], [-3.021, -0.856, 2.400]], "lowdin_charge": [0.0731, -0.1277, -0.2324, 0.4590, 0.0736, 0.0733, 0.0697, -0.1615, -0.2270], "e_tot_ev": -14016.305, "smiles": "CO.S", "gap_ev": 10.66, "homo_energy_ev": -9.72}

2.
{"formula": "C41H51N4O3P2STl", "method": "ωB97M-V/def2-TZVPD", "symbols": ["H", "H", "C", "H", "H", "C", "H", "H", "H", "C", "C", "C", "C", "H", "C", "H", "C", "C", "C", "H", "H", "H", "H", "H", "H", "H", "N", "O", "C", "C", "H", "H", "H", "H", "H", "C", "H", "C", "H", "C", "H", "H", "C", "H", "C", "C", "C", "C", "C", "H", "H", "S", "C", "H", "C", "C", "C", "N", "C", "H", "C", "H", "H", "H", "C", "O", "H", "C", "H", "H", "C", "C", "H", "C", "H", "P", "P", "H", "C", "C", "H", "Tl", "C", "H", "H", "H", "N", "C", "C", "H", "H", "N", "H", "C", "H", "C", "H", "C", "H", "H", "O", "H", "C"], "positions_angstrom": [[-3.368, -1.947, -4.828], [-0.987, 1.991, -2.555], [2.300, -1.984, -1.841], [-3.543, -0.646, -2.767], [-0.420, -4.461, -3.008], [2.189, 3.455, 1.771], [-0.981, 2.835, -4.863], [-1.813, -3.859, -4.975], [-0.774, 5.504, -0.216], [-2.754, 4.321, 2.257], [-2.602, -4.175, 2.094], [-2.164, 4.568, -4.403], [-2.625, 5.366, 3.161], [2.768, -6.233, 0.442], [4.354, 1.652, -0.752], [1.443, 2.332, 3.415], [4.138, -3.924, 0.270], [2.658, -4.406, -1.596], [2.642, -4.170, -0.094], [-0.025, -4.971, 0.494], [-2.990, -5.178, 1.966], [-1.225, -0.611, 2.534], [-4.005, -0.113, 1.032], [-3.883, 1.153, -1.748], [-4.506, 3.208, -0.453], [3.197, 3.378, 2.174], [3.580, 0.689, 0.006], [2.847, -5.489, -2.108], [-2.065, -1.792, -1.695], [-3.936, 2.398, 0.004], [4.441, 3.763, -1.118], [-1.777, 7.303, 3.531], [-4.235, 2.321, 1.051], [2.717, 0.320, 3.263], [-2.143, 4.956, -5.413], [-1.863, 6.478, 2.835], [4.602, -0.156, 1.673], [-1.880, -3.286, -4.059], [-4.417, -1.046, -0.402], [-1.206, 6.522, 1.614], [2.642, -3.343, -3.351], [5.440, 1.488, -0.677], [-1.098, -3.617, -2.961], [0.565, 0.511, 1.898], [-2.124, 4.365, 1.012], [-1.320, 5.470, 0.717], [-2.871, 4.768, -2.110], [1.269, 2.359, 2.328], [2.547, 0.226, 2.181], [4.637, 3.366, 0.581], [2.294, -0.811, 1.958], [2.347, 3.560, -0.047], [-2.612, -3.294, 1.022], [5.358, -3.242, 1.920], [-1.606, -2.491, 3.482], [3.838, 0.593, 1.436], [-2.845, -1.471, -2.805], [2.540, -3.269, -2.350], [1.872, -2.899, 0.286], [-0.568, -3.131, -0.946], [-1.606, -1.619, 2.406], [3.619, -0.227, -0.425], [3.621, -3.135, 2.232], [4.070, 1.530, -1.799], [-2.176, 3.603, -1.779], [1.330, -2.826, 1.381], [-3.429, 5.303, -1.352], [4.092, 3.103, -0.325], [-3.389, 6.164, -3.646], [-2.069, -4.477, 4.150], [-2.094, -2.008, 1.161], [-4.270, 1.090, -0.728], [0.236, 2.671, 2.168], [-3.814, -0.209, -0.041], [-0.595, 7.380, 1.359], [-2.141, 2.886, -0.083], [-2.029, -0.751, -0.181], [0.354, -6.676, 0.744], [-2.857, 5.251, -3.410], [-1.511, 2.912, -2.789], [-5.358, 1.043, -0.806], [0.994, 0.707, -0.969], [-2.752, -2.212, -3.977], [1.780, 4.416, 2.082], [-1.212, -2.174, 4.440], [-3.351, 3.460, 2.533], [1.415, 1.037, 1.738], [-1.182, -2.870, -1.797], [-1.507, 3.388, -4.095], [2.110, -5.182, 1.709], [0.611, -5.960, -0.842], [1.886, -1.844, -0.571], [4.483, -3.040, -0.275], [-2.090, -3.780, 3.322], [-3.020, -3.617, 0.073], [4.400, -3.740, 1.765], [4.215, 1.554, 1.789], [2.097, -5.396, 0.642], [4.707, -4.778, -0.105], [-3.114, 5.311, 4.125], [2.447, -1.027, -2.607], [4.434, -4.698, 2.283], [0.673, -5.768, 0.230]], "lowdin_charge": [0.1024, 0.0094, -0.6113, 0.0865, 0.1031, -0.4378, 0.1065, 0.1022, 0.1034, -0.1063, -0.0828, -0.0862, -0.0879, 0.1229, -0.2769, 0.1198, -0.1514, -0.4259, -0.2986, 0.0567, 0.1046, 0.0854, 0.0811, 0.0806, 0.0807, 0.0626, -0.1378, 0.0909, -0.3781, -0.3513, 0.0698, 0.1007, 0.0650, 0.1224, 0.1023, -0.0943, 0.1203, -0.0854, 0.0833, -0.0857, 0.1621, 0.1208, -0.0701, 0.0693, -0.3901, -0.1079, -0.0996, -0.2625, -0.1859, 0.0664, 0.0872, 0.7982, -0.0924, 0.0716, -0.0806, -0.1804, -0.0888, 0.2105, -0.4671, 0.0830, -0.1173, 0.0728, 0.0670, 0.1123, -0.3818, 0.0407, 0.1076, -0.4529, 0.1029, 0.1018, -0.3823, -0.3021, 0.0952, -0.3423, 0.1042, 1.0404, 1.0028, 0.0770, -0.0814, -0.1215, 0.1089, 0.7719, -0.0838, 0.0649, 0.1037, 0.0902, -0.1369, -0.1080, -0.0765, 0.1121, 0.0689, 0.0921, 0.1155, -0.0838, 0.1075, -0.0779, 0.0966, -0.1744, 0.1243, 0.1024, -0.0790, 0.0759, -0.0665], "e_tot_ev": -89557.206, "gap_ev": 8.18, "homo_energy_ev": -7.72}